No. 1
DFT (ωB97M-V with the def2-TZVPD basis set) results for 3 unconnected molecules or ions with the total composition C6H14O2 in a non-equilibrium geometry.

Geometry as XYZ:
```
22
Properties=species:S:1:pos:R:3:forces:R:3
C 1.121 0.778 1.762 -0.7544 -0.9481 1.0781
C 1.404 -0.529 1.857 0.0773 1.0403 -0.1729
C 2.160 -1.262 0.785 1.0849 -0.1834 -0.3816
C 1.373 -1.420 -0.489 -1.3915 1.1255 0.9186
C 1.346 -2.475 -1.273 -1.2143 -1.2235 -0.6713
C 0.135 -2.690 -2.228 2.1582 0.2256 0.4741
H 0.633 1.345 2.557 -0.0136 -0.4035 -0.0316
H 1.208 1.332 0.856 0.6793 0.2141 -0.6348
H 1.100 -1.169 2.696 0.2096 0.7094 -0.0347
H 2.403 -2.225 1.220 0.0138 -0.4729 -0.2834
H 3.162 -0.838 0.563 -0.5618 0.3255 0.3089
H 0.564 -0.623 -0.598 1.0354 -1.1300 -0.0555
H 2.069 -3.303 -1.232 -0.1888 0.4773 0.2778
H -0.095 -3.761 -2.319 0.0260 0.4008 -0.0254
H 0.549 -2.307 -3.182 -1.1904 -0.1318 0.0513
H -0.695 -2.150 -1.761 0.0161 -0.0053 -0.8186
O -4.417 4.780 0.415 -0.1803 -0.0573 0.3939
H -5.345 4.522 0.400 0.0103 -0.0217 -0.2429
H -4.269 4.929 1.357 0.1969 0.0527 -0.1576
O -1.230 2.058 -0.577 -0.3353 0.1429 -0.1689
H -2.040 2.381 -1.003 0.3045 -0.1298 0.1331
H -1.136 2.627 0.193 0.0182 -0.0068 0.0432
```
Forces are in eV/Å.

Charge   0
Energy relative to the best compared isomer or geometry (same formula, charge and spin)   2.629 eV
Frontier orbital gap   9.4982 eV


No. 2
DFT (ωB97M-V with the def2-TZVPD basis set) results for a single C8H2 molecule in a non-equilibrium geometry.

Geometry as XYZ:
```
10
Properties=species:S:1:pos:R:3:forces:R:3
C 2.642 1.391 2.439 -1.4100 -1.4791 0.2641
C 1.687 0.586 2.577 1.4574 0.9669 -0.3144
C -0.276 0.464 -1.645 0.2404 -0.5220 0.7775
C 0.172 0.109 -0.571 -2.2654 0.5421 -4.6269
C 2.848 1.757 1.121 -0.2469 -0.4225 4.4886
C 2.577 1.621 -0.065 -1.2686 -0.7246 -4.1163
C 0.784 -0.227 1.810 1.7624 1.6655 1.5823
C 0.812 0.110 0.540 2.8091 0.7091 2.2608
H -0.594 0.809 -2.585 -0.2991 0.0461 -0.5244
H 0.120 -0.917 2.248 -0.7793 -0.7814 0.2086
```
Forces are in eV/Å.

Charge   0
Energy relative to the best compared isomer or geometry (same formula, charge and spin)   5.804 eV
Frontier orbital gap (alpha / beta)   6.9758 / 6.5295 eV


No. 3
DFT (ωB97M-V with the def2-TZVPD basis set) results for a single C3N2O molecule in a non-equilibrium geometry.

Geometry as XYZ:
```
6
Properties=species:S:1:pos:R:3:forces:R:3
N -1.584 1.727 -0.326 3.1802 -3.6671 2.1043
C -0.853 0.897 0.127 -2.7477 3.7667 -2.1870
C 0.077 -0.153 0.573 -0.7028 -1.1066 0.1140
O 0.000 -0.628 1.676 0.5631 0.4485 -0.7708
C 0.901 -0.727 -0.540 1.6143 -0.7322 -2.7637
N 1.459 -1.116 -1.510 -1.9071 1.2907 3.5032
```
Forces are in eV/Å.

Charge   0
Energy relative to the best compared isomer or geometry (same formula, charge and spin)   0.500 eV
Frontier orbital gap   10.5039 eV


No. 4
DFT (ωB97M-V with the def2-TZVPD basis set) results for a molecular structure, C44H61BrGe2IN6OSTeTi in a non-equilibrium geometry.

Geometry as XYZ:
```
119
Properties=species:S:1:pos:R:3:forces:R:3
Ti -0.237 -0.614 -0.515 -0.1329 -0.9872 -0.4159
N -3.316 2.080 0.925 0.0449 0.1255 0.0675
C -2.243 1.463 0.364 0.3345 -0.3130 -0.4874
S -2.558 0.114 -0.702 0.4399 -0.1677 0.2253
N -1.044 1.876 0.605 -0.2445 1.2121 0.6331
N -0.027 1.135 0.040 -0.9704 0.0332 0.6741
C 0.824 1.949 -0.780 0.5964 0.6036 -0.4002
C 0.287 2.010 -2.165 -0.2174 -0.3105 -0.3329
C -0.045 3.205 -2.776 0.0398 -0.0367 -0.0377
C -0.616 3.221 -4.038 -0.0042 0.1126 -0.0845
C -0.844 2.029 -4.704 -0.0289 0.0566 -0.0315
C -0.544 0.820 -4.102 0.1521 -0.3287 0.3350
C -0.005 0.794 -2.816 -0.0286 1.4720 -1.1588
O 0.255 -0.358 -2.204 0.2731 -0.6370 -1.6845
H -4.162 1.540 0.979 -0.0146 0.0572 -0.0047
H -3.121 2.704 1.691 -0.0273 0.0335 0.0624
H 0.906 2.952 -0.351 0.1098 -0.2043 0.0537
H 0.114 4.130 -2.238 0.0326 0.0928 0.0196
H -0.899 4.161 -4.487 0.0158 0.0690 -0.0747
H -1.274 2.033 -5.695 -0.0540 0.0196 -0.0500
H -0.751 -0.122 -4.598 0.0134 0.0320 0.0113
C -3.925 -4.247 0.512 0.1997 0.0671 -0.0757
C -3.296 -2.910 0.155 0.4578 0.1895 -0.2386
Ge -1.295 -2.982 -0.277 -1.4251 -1.8949 1.1852
C -1.158 -4.545 -1.624 0.1357 0.9008 0.0764
C 0.235 -5.113 -1.833 -0.0739 0.0017 0.0060
C -0.666 -3.879 1.381 0.0161 0.3719 -0.4430
C -0.138 -3.190 2.394 -0.1627 0.8081 -0.8982
Ge 0.035 -1.189 1.996 0.2223 -0.7435 2.8094
C 1.891 -0.380 2.417 -0.5290 -0.2066 -0.6526
C 2.573 -0.521 3.766 -0.2720 -0.2214 -0.0249
C -1.353 -0.163 3.123 0.1304 -0.1876 -0.8178
C -1.201 0.027 4.626 0.1773 -0.1929 -0.1294
C 0.212 -3.770 3.690 0.1156 -0.1019 0.4690
C 0.257 -5.147 3.919 0.0336 0.0554 0.0209
C 0.525 -5.644 5.180 -0.0063 -0.1135 -0.0363
C 0.759 -4.787 6.242 0.0324 0.0757 0.1138
C 0.739 -3.421 6.026 0.0500 0.0454 0.2108
C 0.478 -2.925 4.763 -0.0174 -0.1022 -0.1477
H -4.959 -4.108 0.830 -0.0832 -0.0915 0.0056
H -3.381 -4.719 1.327 -0.0063 -0.1677 0.0968
H -3.917 -4.914 -0.347 -0.0715 -0.1816 0.0005
H -3.404 -2.220 0.999 0.1301 0.0371 -0.1324
H -3.835 -2.463 -0.684 0.0440 0.0738 0.0203
H -1.586 -4.250 -2.585 -0.0984 0.0167 0.0596
H -1.797 -5.323 -1.207 -0.1766 0.1407 0.1672
H 0.852 -4.432 -2.411 0.1462 0.0132 -0.0362
H 0.186 -6.056 -2.378 0.0489 -0.0982 -0.0263
H 0.730 -5.295 -0.880 0.1336 -0.0385 0.0596
H -0.838 -4.949 1.461 -0.0616 -0.1968 0.1360
H 1.755 0.684 2.196 -0.0337 -0.1401 -0.0884
H 2.549 -0.786 1.641 -0.0797 0.0702 0.0517
H 1.982 -0.061 4.553 -0.0092 0.0250 0.1967
H 3.541 -0.020 3.739 0.0781 0.0346 0.0173
H 2.731 -1.565 4.022 0.0980 -0.0758 0.1423
H -2.322 -0.626 2.914 0.0565 -0.0049 -0.1318
H -1.364 0.829 2.673 -0.0465 -0.0839 -0.0631
H -1.332 -0.906 5.168 0.0111 -0.0441 0.1346
H -1.958 0.728 4.979 -0.0206 0.0638 0.0542
H -0.227 0.446 4.865 0.1066 0.0649 0.1718
H 0.081 -5.837 3.109 -0.0366 -0.0645 -0.1178
H 0.546 -6.711 5.341 0.0141 -0.1410 -0.0079
H 0.958 -5.183 7.227 0.0170 -0.0167 0.0609
H 0.923 -2.739 6.845 0.0248 0.0473 0.0434
H 0.464 -1.862 4.586 0.0310 0.0795 0.1130
C 4.828 -2.588 0.077 0.1521 0.0860 -0.2484
N 3.558 -3.272 -0.087 -0.1655 0.2793 0.0733
C 2.924 -3.763 1.115 -0.1355 -0.2782 0.0563
C 2.752 -2.867 -1.135 -0.0343 -0.1481 0.0304
N 1.598 -2.327 -0.931 -0.8310 0.3741 -0.2260
N 3.284 -3.119 -2.370 -0.1175 0.1516 0.1374
C 2.692 -2.626 -3.593 -0.1351 0.1231 -0.0517
C 4.294 -4.135 -2.557 0.1577 -0.2275 -0.0040
H 5.607 -3.027 -0.548 0.1249 0.0566 0.0141
H 5.138 -2.665 1.116 0.0211 -0.0400 0.0155
H 4.738 -1.522 -0.170 0.0745 -0.1054 0.0470
H 1.858 -3.883 0.938 0.0671 -0.0055 0.0740
H 3.059 -3.094 1.964 -0.0622 0.1035 0.0944
H 3.351 -4.739 1.362 -0.0049 0.0349 0.1745
H 1.079 -2.246 -1.805 0.3971 -0.2894 -0.0993
H 2.047 -3.381 -4.060 0.0113 0.0398 0.0273
H 3.491 -2.381 -4.295 -0.0458 0.0123 -0.0221
H 2.108 -1.722 -3.417 0.0668 -0.0148 0.0235
H 4.381 -4.732 -1.652 0.0655 0.0340 -0.0852
H 5.265 -3.691 -2.796 0.0141 -0.0468 -0.0438
H 4.001 -4.793 -3.378 0.0142 0.0298 -0.0142
Br -0.761 4.638 5.708 0.1532 0.1077 0.2263
C 1.100 4.692 5.329 -0.1817 -0.0363 -0.0549
C 1.972 5.164 6.297 -0.0397 -0.0278 0.0644
C 3.331 5.193 6.037 -0.0005 -0.0098 0.0073
C 3.814 4.754 4.815 0.0312 -0.0115 0.0030
C 2.937 4.286 3.853 0.0473 -0.0111 -0.0649
C 1.573 4.251 4.103 -0.4055 -0.1669 -0.1927
I 0.284 3.443 2.646 0.3729 0.0544 0.0112
H 1.588 5.485 7.253 -0.0489 0.0596 0.0580
H 4.010 5.548 6.796 0.0608 0.0487 0.0716
H 4.874 4.762 4.610 0.0758 0.0314 -0.0063
H 3.312 3.935 2.902 0.0086 -0.0315 -0.0547
C 6.749 4.133 -4.639 -0.0715 -0.0110 0.0047
C 5.810 3.387 -3.744 -0.0211 -0.0492 0.1015
C 5.761 2.006 -3.739 -0.0128 0.1858 0.0272
C 4.893 1.306 -2.911 -0.2215 -0.1324 0.0884
C 4.985 -0.189 -2.937 -0.1358 0.0806 0.1110
C 4.028 2.004 -2.059 -0.2244 -0.2468 0.1305
Te 2.725 0.889 -0.710 1.3174 1.0761 -0.1149
C 4.112 3.402 -2.013 -0.1256 -0.0102 0.1836
C 3.320 4.207 -1.029 -0.0271 -0.0760 0.0360
C 4.981 4.066 -2.864 0.0396 -0.1202 -0.0550
H 7.422 3.450 -5.149 0.0847 0.0047 -0.0728
H 7.338 4.842 -4.060 0.0892 0.0839 -0.0329
H 6.187 4.690 -5.386 0.0382 0.0873 -0.1072
H 6.428 1.452 -4.385 0.0521 -0.0938 -0.0836
H 5.186 -0.538 -3.948 -0.0105 -0.1078 -0.0171
H 4.065 -0.635 -2.563 0.0542 -0.1296 -0.1078
H 5.802 -0.517 -2.294 0.0643 -0.1175 0.0412
H 3.285 3.684 -0.070 -0.1063 0.1031 0.0201
H 2.301 4.356 -1.384 -0.0972 0.0423 0.0697
H 3.775 5.184 -0.884 -0.0183 0.0865 0.0231
H 5.027 5.145 -2.825 -0.0056 0.1608 0.0387
```
Forces are in eV/Å.

Charge   0
<S²>   0.7575
Frontier orbital gap (alpha / beta)   7.3583 / 5.5947 eV
Spin multiplicity   2